Entry 1:
Entry from the Open Molecules 2025 dataset: a 12-piece molecular cluster, C24H71O12 overall in a non-equilibrium geometry (the ωB97M-V functional and the def2-TZVPD basis).

The geometry in XYZ format:
```
107
Properties=species:S:1:pos:R:3:forces:R:3
C 0.035 0.364 -0.232 0.660 -0.400 -0.386
C -0.611 -0.595 0.787 0.306 -0.544 0.156
O -1.659 -0.074 1.482 -0.428 0.806 -0.735
H 0.443 1.252 0.270 -0.323 0.017 -0.125
H -0.651 0.636 -1.049 -0.046 0.281 0.423
H 0.890 -0.118 -0.758 -0.207 0.039 0.316
H 0.193 -0.921 1.505 -0.157 0.072 -0.450
H -0.889 -1.538 0.225 0.137 0.424 0.234
C -2.969 -1.191 -1.954 -0.766 0.075 -0.688
C -4.189 -1.004 -1.040 0.033 0.617 -0.139
O -3.954 -1.373 0.300 1.273 0.392 -0.464
H -3.212 -0.742 -2.935 0.188 -0.123 0.251
H -2.735 -2.241 -2.154 -0.004 0.003 0.246
H -2.078 -0.687 -1.580 -0.143 -0.064 0.165
H -5.067 -1.539 -1.410 0.124 -0.227 -0.036
H -4.461 0.068 -1.054 0.037 -0.197 -0.093
H -3.154 -0.799 0.507 -0.610 -0.727 1.116
C 1.059 2.869 3.725 -0.101 0.107 0.500
C -0.483 2.748 3.670 0.702 -0.393 -1.183
O -0.907 1.403 3.685 0.192 0.063 -0.320
H 1.530 2.568 2.788 -0.130 0.049 -0.064
H 1.468 2.216 4.506 -0.214 -0.002 -0.019
H 1.392 3.891 3.969 -0.180 -0.186 -0.237
H -0.815 3.158 2.704 -0.010 0.468 0.316
H -0.937 3.333 4.475 -0.099 -0.231 0.108
H -1.038 1.078 2.738 -0.366 -0.289 0.896
C -0.404 -4.461 -1.165 -1.689 0.045 -0.138
C 0.711 -4.056 -0.284 1.278 0.234 0.306
O 1.928 -4.668 -0.739 0.469 0.228 0.812
H -0.209 -4.345 -2.229 0.259 0.003 -0.036
H -1.287 -3.843 -0.930 0.281 0.043 -0.104
H -0.757 -5.474 -0.966 0.383 -0.181 -0.171
H 0.495 -4.355 0.751 0.003 0.088 -0.062
H 0.861 -2.968 -0.291 -0.282 -0.055 0.018
H 2.643 -4.402 -0.105 -0.668 -0.456 -0.724
C 0.746 -1.875 5.443 0.202 0.048 -0.189
C -0.104 -2.634 6.458 -0.076 -0.053 -0.326
O -1.134 -3.421 5.803 0.690 0.363 0.784
H 1.662 -1.447 5.878 -0.280 -0.099 0.188
H 0.181 -1.053 4.999 -0.012 -0.146 -0.123
H 1.083 -2.547 4.644 -0.172 0.060 0.065
H -0.621 -1.914 7.100 -0.059 -0.192 -0.079
H 0.545 -3.243 7.112 -0.339 -0.077 -0.224
H -0.756 -4.274 5.566 0.036 0.145 -0.107
C -1.480 -5.461 2.999 0.226 -0.550 0.077
C -2.424 -5.082 1.875 -0.053 0.728 0.229
O -2.688 -3.677 2.042 0.161 -0.685 -0.641
H -1.970 -5.288 3.956 0.099 0.145 0.031
H -0.560 -4.876 2.928 -0.171 0.231 0.104
H -1.153 -6.513 2.972 -0.342 0.120 -0.158
H -3.371 -5.647 1.945 0.283 0.038 -0.092
H -1.941 -5.301 0.915 -0.215 0.082 0.028
H -2.912 -3.261 1.188 -0.112 -0.004 0.466
C 0.243 -1.429 -3.655 -0.024 -0.645 0.118
C -0.091 -1.461 -5.119 0.144 1.031 -0.842
O -1.180 -0.495 -5.332 0.715 -0.866 0.062
H -0.600 -1.884 -3.132 0.153 0.283 0.340
H 0.434 -0.421 -3.300 -0.231 0.172 -0.001
H 1.140 -2.010 -3.419 -0.139 -0.095 -0.181
H -0.353 -2.473 -5.466 -0.265 0.263 0.206
H 0.778 -1.153 -5.734 -0.295 -0.008 0.256
H -1.275 -0.355 -6.280 0.011 -0.088 0.073
C -2.350 3.783 0.138 0.216 1.061 0.222
C -3.331 2.727 -0.276 0.408 -0.837 -0.039
O -3.584 1.830 0.778 0.531 -0.560 -0.121
H -2.136 4.486 -0.681 0.130 -0.238 0.030
H -1.425 3.330 0.499 0.086 -0.062 -0.221
H -2.727 4.389 0.971 -0.141 -0.187 -0.048
H -2.893 2.174 -1.130 -0.211 0.169 -0.038
H -4.276 3.161 -0.608 -0.065 0.006 0.051
H -2.794 1.196 0.873 -0.675 0.488 0.335
C 1.112 5.332 -0.634 0.212 -0.903 -0.163
C 1.093 6.098 0.651 -0.324 0.375 0.472
O 2.096 5.599 1.555 -0.202 0.163 -0.583
H 1.065 4.257 -0.418 -0.015 0.101 0.059
H 2.028 5.489 -1.206 -0.062 0.195 0.013
H 0.234 5.541 -1.245 0.066 0.211 -0.042
H 0.091 5.993 1.100 0.261 0.027 0.048
H 1.248 7.169 0.447 0.057 -0.155 0.122
H 2.256 6.269 2.223 -0.051 -0.021 0.074
C 3.030 2.674 -2.186 0.822 -0.406 -0.030
C 3.134 1.780 -3.421 -0.729 0.361 0.124
O 3.963 2.353 -4.446 -0.180 -0.238 0.396
H 2.545 3.619 -2.426 0.277 0.061 0.101
H 4.041 2.857 -1.799 -0.150 0.187 -0.093
H 2.479 2.204 -1.369 -0.203 -0.071 -0.182
H 2.123 1.609 -3.831 0.765 -0.205 0.546
H 3.523 0.803 -3.157 0.401 -0.065 -0.079
H 3.698 3.275 -4.543 0.002 -0.094 -0.012
C 0.626 2.788 -5.106 -0.482 0.143 -1.057
C 0.133 2.867 -3.697 -0.641 0.332 0.556
O -0.982 3.783 -3.571 0.461 -0.354 -0.064
H 1.464 2.100 -5.224 -0.186 0.306 -0.276
H 0.900 3.795 -5.431 0.186 -0.088 -0.098
H -0.168 2.446 -5.779 0.032 -0.003 0.105
H 0.937 3.271 -3.075 -0.649 -0.086 0.032
H -0.154 1.882 -3.311 0.088 0.092 0.028
H -1.787 3.313 -3.819 0.148 0.006 0.050
C 2.921 -1.927 2.067 0.078 0.131 0.086
C 3.809 -2.316 0.891 0.038 -0.149 0.272
O 4.107 -3.736 0.875 -0.077 0.618 0.147
H 1.969 -2.457 2.043 0.055 -0.106 -0.024
H 2.670 -0.861 2.064 0.126 -0.092 -0.177
H 3.410 -2.119 3.031 0.004 -0.104 -0.152
H 4.754 -1.757 0.895 -0.155 -0.033 0.028
H 3.303 -2.107 -0.051 0.007 -0.083 -0.031
H 4.463 -3.956 1.745 -0.102 -0.074 -0.118
```
Positions in Å, forces in eV/Å.

Output
Energy above the lowest of the compared OMol25 structures with the same formula, charge and spin   83.56 kJ/mol
E_LUMO   0.0838 Ha
Net charge   -1
Gap between HOMO and LUMO   7.072 eV

Mulliken population analysis, charges in e, atoms 1 to 2: C 0.050; C 1.728



Entry 2:
Entry from the Open Molecules 2025 dataset: C24H72KO24 as an isolated structure in a non-equilibrium geometry (the ωB97M-V functional and the def2-TZVPD basis).

The geometry in XYZ format:
```
121
Properties=species:S:1:pos:R:3:forces:R:3
K -0.210 -0.640 0.679 0.043 0.083 0.012
C 0.313 -1.792 -3.312 0.531 0.367 -1.130
C 1.560 -2.323 -4.052 1.335 0.772 1.886
O 2.487 -1.248 -4.384 -1.098 0.061 -0.526
O -0.428 -1.071 -4.301 -0.449 -0.074 0.413
H 0.513 -1.054 -2.535 0.534 -0.151 0.024
H -0.274 -2.584 -2.849 0.007 -0.185 -0.151
H 1.303 -2.846 -4.973 -0.080 0.060 0.068
H 2.119 -2.969 -3.375 -0.254 -0.563 -0.111
H 3.273 -1.219 -3.834 -0.235 -0.396 0.097
H -0.788 -1.756 -4.870 -0.299 0.241 -0.422
C -1.811 0.583 5.873 -0.121 0.168 2.075
C -2.945 0.379 6.850 -0.735 -0.238 -0.449
O -2.949 1.333 7.933 -0.332 -0.416 -1.121
O -0.704 0.662 6.760 1.114 -0.292 -0.945
H -1.862 1.492 5.274 -0.254 -0.064 -0.257
H -1.804 -0.341 5.294 0.495 0.196 -0.372
H -2.796 -0.611 7.279 -0.064 -0.146 0.000
H -3.891 0.387 6.307 -0.306 0.083 0.113
H -3.880 1.318 8.168 0.064 0.487 0.608
H -1.022 1.169 7.511 0.170 0.186 0.263
C 0.051 -2.847 3.713 0.963 -0.274 1.077
C 0.915 -3.918 4.468 -0.917 0.721 -0.617
O 1.032 -3.635 5.861 0.069 -0.131 -0.899
O 0.782 -1.657 3.360 -0.066 -0.608 -0.689
H -0.763 -2.498 4.349 -0.240 -0.540 0.094
H -0.357 -3.350 2.836 0.115 0.486 -0.381
H 1.906 -4.029 4.027 0.123 0.306 -0.251
H 0.433 -4.872 4.258 -0.206 -0.159 0.704
H 1.819 -3.086 5.893 0.086 0.065 0.644
H 1.127 -1.284 4.174 -0.028 0.195 0.148
C -3.957 -1.735 0.335 0.245 -0.487 1.388
C -3.450 -2.303 1.752 -1.886 2.788 -1.987
O -2.760 -1.190 2.411 1.054 -1.907 -0.050
O -2.888 -1.612 -0.589 0.138 -0.917 0.874
H -4.440 -0.762 0.423 0.276 0.459 0.751
H -4.834 -2.306 0.030 0.378 -0.904 -0.627
H -2.910 -3.241 1.621 0.875 0.698 0.224
H -4.359 -2.611 2.269 -0.021 0.306 0.428
H -3.305 -0.412 2.545 -0.575 -0.347 -0.253
H -3.277 -1.244 -1.386 -0.226 0.447 -0.608
C 4.951 2.681 -2.817 -1.807 0.971 1.125
C 4.157 2.194 -1.572 1.694 -1.068 -1.657
O 5.072 1.363 -0.847 -0.285 0.198 1.089
O 5.856 3.659 -2.354 0.270 -0.097 -0.542
H 4.172 3.164 -3.405 0.386 0.280 -0.595
H 5.458 1.922 -3.413 -0.188 -0.356 0.086
H 3.299 1.580 -1.848 -0.457 0.276 -0.088
H 3.883 3.095 -1.023 0.034 -0.395 0.299
H 5.398 0.697 -1.457 0.059 -0.008 -0.046
H 6.595 3.163 -1.993 0.222 0.216 0.260
C 0.572 2.787 -4.640 1.178 -1.026 0.017
C 1.583 1.959 -5.493 -0.041 1.101 -0.423
O 1.092 0.817 -6.207 -0.156 1.138 0.774
O 0.088 1.975 -3.558 -0.474 0.362 -0.190
H -0.167 3.275 -5.275 -0.621 -0.593 0.045
H 1.074 3.624 -4.156 0.388 -0.119 -0.042
H 2.467 1.690 -4.916 -0.137 -0.173 0.401
H 1.956 2.685 -6.216 -0.003 -0.121 -0.399
H 1.192 0.086 -5.592 0.006 -0.407 0.010
H -0.174 1.128 -3.927 -0.153 -0.405 -0.367
C 3.063 -2.092 0.700 0.423 -1.276 0.595
C 2.634 -3.320 -0.076 -0.618 -0.323 0.398
O 1.262 -3.161 -0.430 -0.081 0.928 0.017
O 2.913 -0.915 -0.029 -0.487 0.673 -0.484
H 4.054 -2.174 1.148 0.519 -0.178 -0.538
H 2.458 -2.091 1.607 -0.579 0.573 -0.209
H 2.714 -4.173 0.597 0.269 -0.154 0.054
H 3.167 -3.574 -0.993 0.562 0.353 0.006
H 0.815 -3.998 -0.286 -0.150 -0.535 -0.121
H 3.288 -1.010 -0.907 0.184 -0.118 0.000
C -3.445 0.441 -3.549 -0.820 -0.302 0.553
C -3.588 -0.246 -4.899 2.416 -0.800 0.447
O -4.861 -0.218 -5.364 -2.590 0.926 -0.455
O -4.261 -0.277 -2.579 0.059 0.558 -0.203
H -3.723 1.490 -3.652 -0.520 0.017 0.093
H -2.490 0.482 -3.024 0.470 -0.415 -0.940
H -3.366 -1.309 -4.818 0.869 -0.198 0.471
H -2.908 0.192 -5.629 0.415 0.218 0.100
H -4.860 -0.501 -6.282 -0.158 0.033 0.013
H -5.125 0.136 -2.507 -0.131 -0.072 -0.148
C -2.901 3.025 -1.009 0.348 -0.240 0.282
C -1.540 2.620 -0.436 0.133 -0.203 0.315
O -1.000 1.438 -1.045 -0.592 -0.123 0.432
O -3.424 4.270 -0.476 0.510 -1.632 -0.500
H -3.521 2.173 -0.730 -0.722 0.441 0.052
H -2.827 2.978 -2.095 -0.134 0.560 -0.227
H -1.723 2.300 0.589 0.235 0.415 0.284
H -0.812 3.430 -0.466 0.028 0.109 0.078
H -0.697 1.645 -1.932 0.332 0.432 -0.451
H -2.837 4.961 -0.791 0.097 0.242 -0.011
C 3.402 1.052 3.073 0.258 0.384 -1.413
C 2.967 2.014 1.911 1.354 0.225 1.224
O 2.110 1.387 0.989 -1.219 0.714 0.682
O 4.412 1.570 3.973 -1.269 -0.632 -1.076
H 3.777 0.181 2.536 0.498 -0.211 0.490
H 2.457 0.751 3.525 0.093 -0.017 0.650
H 3.832 2.457 1.416 0.318 -0.352 -0.090
H 2.540 2.863 2.445 -0.909 0.098 -0.518
H 2.568 0.784 0.399 0.626 -0.134 0.253
H 3.960 2.145 4.595 0.017 0.147 0.133
C -1.472 -5.147 -0.086 -1.393 0.525 1.317
C -2.096 -4.854 -1.439 0.092 -0.540 0.835
O -2.342 -6.122 -2.021 -0.178 0.209 -0.561
O -0.131 -5.457 -0.182 2.064 -0.673 -0.582
H -1.870 -6.034 0.408 -1.162 0.219 -0.233
H -1.543 -4.351 0.655 -0.147 0.397 -0.289
H -1.371 -4.280 -2.017 0.011 0.168 -0.137
H -3.022 -4.283 -1.373 -0.009 -0.230 0.016
H -1.478 -6.534 -2.096 -0.007 -0.285 -0.331
H -0.086 -6.413 -0.265 0.603 0.019 0.004
C 0.280 4.824 2.796 -0.304 -0.234 0.504
C -0.604 5.655 1.907 -1.677 -1.020 0.653
O -0.111 5.763 0.596 0.623 0.531 0.182
O 1.470 5.450 3.182 0.710 0.352 -0.095
H 0.457 3.874 2.293 0.184 -0.193 -0.241
H -0.191 4.575 3.747 -0.423 0.133 -0.084
H -0.883 6.623 2.325 0.365 0.199 0.134
H -1.545 5.109 1.838 -0.199 -0.092 -0.092
H 0.577 6.414 0.754 0.390 0.252 -0.998
H 1.984 5.643 2.394 0.259 -0.017 -0.041
```
Positions in Å, forces in eV/Å.

Output
Energy above the lowest of the compared OMol25 structures with the same formula, charge and spin   280.92 kJ/mol
E_LUMO   -0.0845 Ha
Net charge   +1
Gap between HOMO and LUMO   9.503 eV

Mulliken population analysis, charges in e, atoms 1 to 2: K -0.033; C 1.981